1.
Molecular formula: C3H7NOS2
Method: DFT, ωB97M-V/def2-TZVPD

Last column: natural (NBO) charge in e.
Element x y z (Å)
S1 -3.38 1.09 -0.76  0.17
S2 -2.57 -0.58 0.11  0.56
C1 -0.79 -0.45 -0.37  -0.57
C2 0.33 -0.94 0.59  -0.54
C3 1.72 -0.57 0.16  0.67
N1 1.77 0.79 0.16  -0.91
O1 2.56 -1.34 -0.31  -0.48
H1 -2.67 2.23 -0.30  0.21
H2 -0.55 0.74 -0.35  0.24
H3 -0.77 -0.89 -1.44  0.30
H4 0.18 -0.54 1.66  0.26
H5 0.33 -2.07 0.58  0.25
H6 2.66 1.12 0.63  0.43
H7 1.19 1.39 -0.37  0.40

Output
Net charge   +1
2S+1   2
LUMO energy (spin up / spin down)   -5.4 / -8.8 eV
Gap between HOMO and LUMO (spin up / spin down)   8.20 / 4.79 eV
HOMO energy (spin up / spin down)   -13.61 / -13.61 eV
ΔE to the lowest compared entry with this formula, charge and spin   47.4 kcal per mole

2.
Molecular formula: C3H7NS
Method: DFT, ωB97M-V/def2-TZVPD

Last column: natural (NBO) charge in e.
Element x y z (Å)
C1 -2.97 -0.09 0.03  -0.40
N1 -1.56 0.36 0.10  -0.67
C2 -0.41 -0.47 -0.12  -0.29
C3 0.85 0.36 -0.27  -0.27
S1 2.36 -0.07 0.11  0.08
H1 -3.62 0.72 -0.49  0.20
H2 -3.03 -1.05 -0.45  0.20
H3 -3.40 -0.20 1.06  0.18
H4 -1.31 1.24 0.62  0.37
H5 -0.40 -1.17 0.67  0.19
H6 -0.61 -1.07 -1.03  0.21
H7 0.78 1.39 -0.62  0.20

Output
2S+1   1
LUMO energy   -0.2 eV
Gap between HOMO and LUMO   8.22 eV
HOMO energy   -8.42 eV
SMILES   CNCC=S
ΔE to the lowest compared entry with this formula, charge and spin   36.1 kcal per mole

3.
Molecular formula: C3H7NS
Method: DFT, ωB97M-V/def2-TZVPD

Last column: natural (NBO) charge in e.
Element x y z (Å)
C1 -1.12 0.02 -0.42  -0.42
C2 -0.49 -1.11 0.38  -0.55
C3 -0.06 1.28 0.45  -0.62
N1 1.77 -0.24 -0.92  -1.20
S1 1.17 -0.13 0.46  1.03
H1 -0.63 0.00 -1.36  0.25
H2 -2.11 0.14 -0.07  0.22
H3 -0.83 -1.25 1.44  0.22
H4 -0.25 -2.15 -0.16  0.23
H5 0.24 1.99 -0.31  0.23
H6 -0.53 1.62 1.37  0.22
H7 2.84 -0.18 -0.87  0.38

Output
2S+1   1
LUMO energy   0.8 eV
Gap between HOMO and LUMO   9.15 eV
HOMO energy   -8.31 eV
ΔE to the lowest compared entry with this formula, charge and spin   86.6 kcal per mole

4.
Molecular formula: C3H7NS
Method: DFT, ωB97M-V/def2-TZVPD

Last column: natural (NBO) charge in e.
Element x y z (Å)
C1 0.09 1.38 0.02  -0.49
N1 0.09 -0.11 0.08  -0.38
C2 -1.29 -0.79 -0.07  -0.40
C3 1.21 -0.85 0.12  -0.06
S1 2.70 -0.16 -0.05  -0.19
H1 -0.57 1.84 -0.75  0.22
H2 0.20 1.88 1.06  0.22
H3 1.18 1.43 -0.30  0.25
H4 -1.73 -0.20 -0.85  0.20
H5 -1.02 -1.82 -0.37  0.21
H6 -1.92 -0.68 0.87  0.21
H7 1.07 -1.91 0.22  0.20

Output
2S+1   1
LUMO energy   0.8 eV
Gap between HOMO and LUMO   8.94 eV
HOMO energy   -8.17 eV
SMILES   CN(C)C=S
ΔE to the lowest compared entry with this formula, charge and spin   23.3 kcal per mole

5.
Molecular formula: C3H7NS
Method: DFT, ωB97M-V/def2-TZVPD

Last column: natural (NBO) charge in e.
Element x y z (Å)
C1 -1.81 1.17 0.21  0.13
C2 0.59 0.98 -1.56  -0.30
C3 0.77 -0.17 -0.70  -0.52
N1 -2.07 0.16 0.82  -0.67
S1 2.39 -1.17 -1.05  -0.16
H1 -2.08 2.21 0.47  0.15
H2 1.14 1.83 -1.17  0.18
H3 0.23 0.82 -2.52  0.18
H4 0.00 -0.83 -0.75  0.21
H5 0.85 0.00 0.37  0.22
H6 -2.41 -0.44 1.54  0.42
H7 2.23 -2.00 -2.22  0.14

Output
2S+1   1
LUMO energy (spin up / spin down)   0.2 / 0.5 eV
Gap between HOMO and LUMO (spin up / spin down)   7.75 / 8.35 eV
HOMO energy (spin up / spin down)   -7.55 / -7.83 eV
ΔE to the lowest compared entry with this formula, charge and spin   122.5 kcal per mole

6.
Molecular formula: C3H7NS
Method: DFT, ωB97M-V/def2-TZVPD

Last column: natural (NBO) charge in e.
Element x y z (Å)
C1 2.09 -0.79 -0.87  -0.63
C2 0.70 0.02 -1.00  -0.47
C3 -0.20 0.05 0.25  0.12
N1 0.46 -0.04 1.46  -0.77
S1 -1.78 0.50 0.10  -0.14
H1 1.81 -1.83 -1.26  0.21
H2 2.80 -0.44 -1.53  0.22
H3 2.60 -1.07 0.08  0.20
H4 0.88 0.97 -1.41  0.24
H5 0.18 -0.53 -1.73  0.24
H6 1.41 -0.27 1.44  0.38
H7 -0.01 -0.18 2.30  0.40

Output
2S+1   1
LUMO energy   0.7 eV
Gap between HOMO and LUMO   9.02 eV
HOMO energy   -8.32 eV
SMILES   CCC(N)=S
ΔE to the lowest compared entry with this formula, charge and spin   7.0 kcal per mole

7.
Molecular formula: C3H7NS3
Method: DFT, ωB97M-V/def2-TZVPD

Last column: natural (NBO) charge in e.
Element x y z (Å)
S1 -2.39 -0.52 -0.55  -0.23
C1 -1.43 1.03 -0.50  0.03
N1 -0.15 1.04 -0.15  -0.65
S2 0.99 2.09 -0.44  0.25
C2 0.19 0.12 0.96  -0.29
C3 0.26 -1.18 0.57  -0.46
S3 1.54 -1.56 -0.77  -0.12
H1 -1.88 2.16 -0.92  0.23
H2 1.43 1.37 -1.57  0.13
H3 -0.52 0.14 1.84  0.23
H4 1.10 0.55 1.32  0.23
H5 -0.47 -1.89 0.33  0.27
H6 0.55 -1.57 1.79  0.21
H7 0.78 -1.77 -1.93  0.16

Output
2S+1   1
LUMO energy   -0.2 eV
Gap between HOMO and LUMO   8.25 eV
HOMO energy   -8.49 eV
SMILES   S=CN(S)CCS
ΔE to the lowest compared entry with this formula, charge and spin   98.8 kcal per mole

8.
Molecular formula: C3H7NS4
Method: DFT, ωB97M-V/def2-TZVPD

Last column: natural (NBO) charge in e.
Element x y z (Å)
C1 -0.28 2.70 1.76  -0.81
C2 -1.86 0.39 0.90  -0.69
C3 -0.05 -0.51 -1.01  -0.04
H1 -0.40 2.91 0.55  0.25
H2 -1.18 3.34 2.38  0.24
H3 0.84 3.21 1.98  0.27
H4 -1.87 -0.72 1.11  0.26
H5 -2.74 0.91 1.34  0.27
H6 0.27 -0.28 1.06  0.37
H7 2.79 -1.07 -0.66  0.14
N1 0.42 -0.93 0.17  -0.78
S1 -0.49 0.86 2.11  0.23
S2 -1.41 0.66 -0.83  0.32
S3 0.82 -0.68 -2.48  -0.17
S4 1.86 -1.93 0.02  0.16

Output
2S+1   1
LUMO energy   0.3 eV
Gap between HOMO and LUMO   8.28 eV
HOMO energy   -8.02 eV
ΔE to the lowest compared entry with this formula, charge and spin   52.1 kcal per mole

9.
Molecular formula: C3H7O
Method: DFT, ωB97M-V/def2-TZVPD

Last column: natural (NBO) charge in e.
Element x y z (Å)
C1 2.76 0.91 0.09  0.24
C2 -2.50 0.71 -0.24  -0.47
C3 1.42 -0.91 0.44  0.22
O1 1.95 0.01 -0.25  -0.32
H1 3.23 1.51 -0.66  0.23
H2 2.89 1.13 1.13  0.19
H3 -3.12 0.39 -1.04  0.18
H4 -1.73 -0.05 0.08  0.12
H5 -2.58 1.61 0.24  0.17
H6 1.78 -1.05 1.48  0.21
H7 0.82 -1.58 -0.19  0.23

Output
Net charge   +1
2S+1   3
LUMO energy (spin up / spin down)   -6.5 / -7.4 eV
Gap between HOMO and LUMO (spin up / spin down)   5.45 / 9.24 eV
HOMO energy (spin up / spin down)   -11.91 / -16.64 eV
ΔE to the lowest compared entry with this formula, charge and spin   0.0 kcal per mole

10.
Molecular formula: C3H7O2
Method: DFT, ωB97M-V/def2-TZVPD

Last column: natural (NBO) charge in e.
Element x y z (Å)
O1 -1.11 1.86 -0.11  -0.95
C1 -0.17 1.38 0.71  0.02
C2 0.46 0.00 0.22  -0.48
C3 -0.48 -0.79 -0.65  -0.06
O2 0.12 -2.05 -1.07  -0.76
H1 0.73 2.04 0.86  0.06
H2 -0.56 1.20 1.75  0.05
H3 0.81 -0.61 1.07  0.16
H4 1.33 0.27 -0.39  0.17
H5 -0.73 -0.23 -1.54  0.19
H6 -1.41 -1.02 -0.14  0.16
H7 1.01 -2.06 -0.71  0.45

Output
Net charge   -1
2S+1   1
LUMO energy   4.0 eV
Gap between HOMO and LUMO   6.31 eV
HOMO energy   -2.27 eV
SMILES   [O-]CCCO
ΔE to the lowest compared entry with this formula, charge and spin   53.0 kcal per mole

11.
Molecular formula: C3H7O2
Method: DFT, ωB97M-V/def2-TZVPD

Last column: natural (NBO) charge in e.
Element x y z (Å)
O1 -1.41 1.37 0.84  -0.94
C1 -1.53 0.26 0.13  0.01
C2 -0.17 -0.48 -0.13  -0.47
C3 1.01 0.44 -0.03  -0.08
O2 2.23 -0.24 0.39  -0.75
H1 -2.02 0.38 -0.89  0.04
H2 -2.19 -0.53 0.59  0.06
H3 -0.04 -1.26 0.64  0.17
H4 -0.12 -0.99 -1.09  0.16
H5 0.76 1.20 0.70  0.23
H6 1.21 0.91 -1.00  0.13
H7 2.27 -1.06 -0.14  0.44

Output
Net charge   -1
2S+1   1
LUMO energy   4.1 eV
Gap between HOMO and LUMO   6.33 eV
HOMO energy   -2.28 eV
SMILES   [O-]CCCO
ΔE to the lowest compared entry with this formula, charge and spin   54.6 kcal per mole

12.
Molecular formula: C3H7O2
Method: DFT, ωB97M-V/def2-TZVPD

Last column: natural (NBO) charge in e.
Element x y z (Å)
C1 0.14 1.61 0.17  -0.25
O1 1.09 0.60 0.03  -0.63
C2 0.52 -0.66 -0.62  0.41
C3 -0.52 -1.25 0.36  -0.68
O2 0.06 -0.47 -1.81  -0.90
H1 -0.44 1.76 -0.75  0.18
H2 0.66 2.55 0.37  0.15
H3 -0.55 1.42 1.01  0.13
H4 1.43 -1.29 -0.51  0.05
H5 -0.16 -1.29 1.39  0.17
H6 -1.47 -0.71 0.30  0.19
H7 -0.74 -2.27 0.06  0.19

Output
Net charge   -1
2S+1   1
LUMO energy   4.5 eV
Gap between HOMO and LUMO   7.15 eV
HOMO energy   -2.63 eV
SMILES   CO[C@@H](C)[O-]
ΔE to the lowest compared entry with this formula, charge and spin   42.7 kcal per mole